Entry 1:
# C4H11NS2

One molecule with the formula C4H11NS2 (ωB97M-V with the def2-TZVPD basis set, the OMol25 dataset).

```
18
Properties=species:S:1:pos:R:3:mulliken_charge:R:1
S -0.41 2.80 -3.53 -0.220
S -0.58 2.34 -1.50 -0.070
C 0.71 1.09 -1.37 -0.627
C 0.26 -0.16 -0.62 -0.648
N -0.29 0.16 0.70 -0.223
C 0.30 -0.54 1.83 -0.537
C -0.33 -1.91 2.03 -1.008
H -1.73 2.83 -3.74 0.147
H 1.58 1.52 -0.86 0.296
H 1.08 0.77 -2.35 0.429
H 1.11 -0.82 -0.55 0.384
H -0.46 -0.70 -1.23 0.326
H -1.30 0.14 0.66 0.224
H 1.37 -0.67 1.66 0.287
H 0.28 0.10 2.70 0.325
H -1.41 -1.85 2.23 0.282
H 0.02 -2.60 2.81 0.364
H -0.20 -2.49 1.11 0.269
```

LUMO level ... 0.66 eV
HOMO level ... -8.2 eV
HOMO-LUMO gap ... 8.9 eV
Energy ... -1010.10927 Ha
ΔE to the lowest compared entry with this formula, charge and spin ... 76.4 kJ/mol

Entry 2:
# C29H32BaN4Si

C29H32BaN4Si as an isolated structure (ωB97M-V with the def2-TZVPD basis set, the OMol25 dataset).

```
67
Properties=species:S:1:pos:R:3:mulliken_charge:R:1
Ba -0.18 -0.13 0.11 1.594
C -3.29 0.41 0.24 -0.871
N -2.43 0.93 -0.86 0.525
C -2.42 2.41 -0.87 -0.962
C -1.90 3.06 0.40 0.430
C -2.46 4.23 0.89 -0.902
C -1.90 4.81 2.02 -0.347
C -0.83 4.21 2.64 -0.785
C -0.33 3.03 2.10 -0.345
N -0.85 2.48 1.00 0.267
C -2.69 0.38 -2.21 -1.077
C -2.31 -1.08 -2.52 0.581
C -3.16 -1.84 -3.30 -0.839
C -2.76 -3.12 -3.67 -0.504
C -1.54 -3.60 -3.24 -0.853
C -0.75 -2.78 -2.45 -0.607
N -1.13 -1.55 -2.12 0.454
C -3.33 -1.12 0.46 0.924
C -4.56 -1.76 0.40 -0.748
C -4.62 -3.13 0.65 -0.426
C -3.45 -3.82 0.93 -0.669
C -2.26 -3.10 0.96 -0.496
N -2.21 -1.80 0.76 -0.235
H -4.32 0.74 0.09 0.288
H -2.93 0.85 1.17 0.371
H -3.42 2.80 -1.11 0.341
H -1.75 2.70 -1.68 0.413
H -3.31 4.67 0.39 0.410
H -2.32 5.73 2.41 0.408
H -0.37 4.62 3.52 0.419
H 0.50 2.49 2.54 0.416
H -2.09 0.98 -2.90 0.467
H -3.74 0.55 -2.47 0.333
H -4.12 -1.44 -3.63 0.458
H -3.41 -3.73 -4.29 0.416
H -1.19 -4.59 -3.51 0.460
H 0.22 -3.10 -2.10 0.437
H -5.46 -1.21 0.17 0.421
H -5.57 -3.65 0.61 0.419
H -3.45 -4.88 1.11 0.436
H -1.32 -3.61 1.17 0.457
C 1.64 -0.25 2.24 1.019
C 2.66 -0.08 2.90 -2.186
C 3.86 0.13 3.66 0.584
C 4.75 1.16 3.34 -0.449
C 5.90 1.36 4.07 -0.425
C 6.21 0.53 5.14 -0.409
C 5.35 -0.50 5.47 -0.403
C 4.19 -0.70 4.74 -0.480
H 4.52 1.81 2.50 0.403
H 6.57 2.17 3.80 0.361
H 7.12 0.69 5.71 0.367
H 5.57 -1.16 6.30 0.355
H 3.51 -1.51 4.99 0.407
C 3.39 -1.57 -2.30 -1.248
Si 2.22 -0.04 -2.32 0.299
C 3.45 1.44 -2.31 -1.217
C 1.72 -0.03 -4.18 -1.260
H 4.17 -1.46 -3.05 0.338
H 2.84 -2.49 -2.53 0.288
H 3.87 -1.72 -1.33 0.314
H 4.21 1.32 -3.09 0.332
H 3.97 1.55 -1.35 0.295
H 2.92 2.38 -2.49 0.268
H 2.58 -0.09 -4.85 0.395
H 1.17 0.88 -4.43 0.288
H 1.06 -0.87 -4.43 0.280
```

LUMO level ... -0.43 eV
HOMO level ... -5.2 eV
HOMO-LUMO gap ... 4.8 eV
Energy ... -1658.20476 Ha
ΔE to the lowest compared entry with this formula, charge and spin ... 49.0 kJ/mol

Entry 3:
# C8H9N

One molecule with the formula C8H9N (ωB97M-V with the def2-TZVPD basis set, the OMol25 dataset).

```
18
Properties=species:S:1:pos:R:3:mulliken_charge:R:1
C -0.21 -1.56 -0.50 0.310
C -0.65 -2.77 -1.07 -0.533
C 0.13 -0.45 -0.20 0.353
C -1.21 2.80 0.64 0.318
C 0.07 -3.29 -2.04 -0.750
C 0.95 0.71 -0.03 -1.063
C -0.73 1.79 1.54 -0.507
C 0.76 1.54 1.28 -0.614
N -1.44 3.77 0.02 -0.450
H -1.48 -3.40 -0.66 0.249
H 0.82 -2.73 -2.58 0.248
H 0.05 -4.19 -2.50 0.345
H 1.85 0.20 -0.14 0.419
H 0.67 1.32 -0.81 0.385
H -0.92 1.98 2.54 0.342
H -1.33 0.91 1.39 0.308
H 1.32 0.87 1.98 0.337
H 1.36 2.49 1.15 0.301
```

LUMO level ... 0.76 eV
HOMO level ... -9.0 eV
HOMO-LUMO gap ... 9.8 eV
Energy ... -364.85279 Ha
ΔE to the lowest compared entry with this formula, charge and spin ... 332.1 kJ/mol

Entry 4:
# C17H25N5O2S

One molecule with the formula C17H25N5O2S (ωB97M-V with the def2-TZVPD basis set, the OMol25 dataset).

```
50
Properties=species:S:1:pos:R:3:mulliken_charge:R:1
N 2.30 -2.87 -1.46 -0.395
N -1.95 -2.37 0.67 -0.569
N -1.00 -0.46 -0.30 -0.296
O -3.97 1.33 5.55 -0.532
O 4.32 2.54 -2.22 -0.595
S 1.65 -4.86 0.06 -0.166
C 1.39 -3.27 -0.59 0.552
C 3.23 -3.88 -1.68 -0.600
C 3.04 -5.06 -1.01 -0.298
C -1.99 -1.11 0.28 0.286
C -0.86 -3.07 0.37 -1.382
C 0.08 -1.15 -0.55 0.137
C 0.22 -2.48 -0.25 1.135
N -3.03 -0.26 0.54 -0.224
N 1.19 -0.47 -1.01 -0.147
C -3.00 1.57 4.50 -0.612
C -4.17 -0.53 1.46 -0.832
C -3.01 0.43 3.49 -0.159
C -4.29 0.46 2.60 -0.684
C 2.47 1.93 -3.63 -0.914
C 2.12 3.17 -1.46 -0.844
C 2.19 0.64 -2.84 -1.067
C 1.68 1.89 -0.73 -0.869
C 3.02 3.00 -2.67 -0.068
C 1.20 0.83 -1.69 0.386
H -4.00 2.10 6.17 0.300
H 4.25 1.80 -1.57 0.370
H 4.04 -3.77 -2.41 0.383
H 3.67 -5.95 -1.06 0.419
H -0.85 -4.11 0.64 0.388
H -2.84 0.72 0.35 0.313
H 1.98 -1.12 -1.17 0.614
H -3.24 2.51 3.98 0.321
H -2.00 1.67 4.98 0.316
H -5.09 -0.53 0.85 0.305
H -4.11 -1.52 1.93 0.345
H -2.11 0.57 2.86 0.177
H -2.99 -0.50 4.06 0.305
H -4.56 1.48 2.26 0.388
H -5.16 0.19 3.22 0.290
H 3.15 1.79 -4.48 0.343
H 1.52 2.37 -4.02 0.368
H 1.22 3.66 -1.80 0.430
H 2.57 3.87 -0.74 0.320
H 1.78 -0.11 -3.51 0.393
H 3.15 0.25 -2.47 0.389
H 2.54 1.50 -0.18 0.314
H 0.88 2.18 0.00 0.216
H 3.13 3.93 -3.19 0.457
H 0.22 1.07 -2.10 0.291
```

LUMO level ... 0.37 eV
HOMO level ... -7.9 eV
HOMO-LUMO gap ... 8.3 eV
Energy ... -1485.25876 Ha
ΔE to the lowest compared entry with this formula, charge and spin ... 0.0 kJ/mol

Entry 5:
# C6H8N2

An isolated ion of composition C6H8N2 and charge +2 (ωB97M-V with the def2-TZVPD basis set, the OMol25 dataset).

```
16
Properties=species:S:1:pos:R:3:mulliken_charge:R:1
C 0.61 0.60 -0.12 0.349
C 1.83 1.18 0.06 -0.588
C -0.87 0.30 -0.23 0.427
C 3.40 -0.87 -0.04 -0.567
C 2.80 0.26 0.03 0.496
C -3.20 -0.15 0.13 -0.696
N 0.16 -0.65 -0.19 -0.122
N -2.03 0.64 -0.26 -0.055
H 3.73 -1.56 0.73 0.341
H 1.96 2.21 0.10 0.477
H 3.91 -1.12 -1.02 0.296
H 0.39 -1.54 0.14 0.316
H -4.13 0.02 -0.38 0.279
H -3.23 0.28 1.12 0.395
H -3.06 -1.22 0.26 0.324
H -2.27 1.63 -0.34 0.328
```

LUMO level ... -10.29 eV
Total charge ... +2
HOMO level ... -19.8 eV
HOMO-LUMO gap ... 9.5 eV
Energy ... -342.07300 Ha
ΔE to the lowest compared entry with this formula, charge and spin ... 0.0 kJ/mol

Entry 6:
# C30H25CaF3N7O5S

C30H25CaF3N7O5S as an isolated structure (ωB97M-V with the def2-TZVPD basis set, the OMol25 dataset).

```
72
Properties=species:S:1:pos:R:3:mulliken_charge:R:1
Ca -20.42 -9.06 -6.84 2.066
C -23.46 -10.82 -7.58 -0.591
N -23.01 -9.65 -6.86 0.329
C -23.66 -8.68 -6.32 -0.285
C -23.04 -7.61 -5.63 -0.061
C -23.74 -6.61 -4.96 -0.727
C -22.76 -5.73 -4.42 -1.023
C -21.53 -6.25 -4.82 -0.697
N -21.67 -7.40 -5.57 -0.262
C -24.91 -11.15 -7.51 -0.024
C -25.74 -11.08 -8.66 -0.415
C -27.13 -11.27 -8.50 -0.573
C -27.69 -11.44 -7.27 -0.398
C -26.88 -11.55 -6.17 -0.483
C -25.52 -11.44 -6.30 -0.170
H -22.89 -11.65 -7.25 0.275
H -23.16 -10.68 -8.64 0.130
H -24.74 -8.64 -6.30 0.385
H -24.82 -6.48 -4.82 0.380
H -22.96 -4.86 -3.89 0.498
H -20.56 -5.81 -4.69 0.625
H -25.30 -10.84 -9.59 0.474
H -27.72 -11.10 -9.39 0.332
H -28.77 -11.58 -7.18 0.337
H -27.34 -11.76 -5.21 0.381
H -24.91 -11.62 -5.39 0.333
N -15.29 -7.40 -2.03 -0.100
C -14.09 -7.15 -1.36 0.529
C -13.73 -7.12 0.00 -1.065
C -12.40 -6.81 0.27 -0.232
C -11.52 -6.43 -0.75 -0.462
C -11.93 -6.44 -2.09 -0.655
C -13.21 -6.82 -2.41 0.603
N -13.89 -6.80 -3.64 -0.715
C -15.08 -7.19 -3.37 0.140
C -16.21 -7.34 -4.32 0.767
C -16.12 -7.67 -5.62 -0.712
C -17.28 -7.95 -6.34 -0.214
N -18.45 -7.79 -5.81 -0.256
C -18.58 -7.47 -4.51 -1.127
C -17.45 -7.18 -3.77 -0.845
H -16.03 -7.90 -1.64 0.256
H -14.37 -7.31 0.81 0.426
H -12.06 -6.80 1.37 0.248
H -10.49 -6.16 -0.45 0.318
H -11.28 -6.07 -2.81 0.503
H -15.13 -7.66 -6.05 0.508
H -17.24 -8.24 -7.40 0.419
H -19.55 -7.54 -4.08 0.978
H -17.60 -6.95 -2.73 0.486
C -16.41 -13.87 -7.39 -1.083
N -17.54 -13.14 -6.82 0.167
C -18.42 -13.86 -6.00 0.005
C -19.53 -13.26 -5.60 -1.071
C -19.75 -11.89 -6.04 0.815
O -20.80 -11.33 -5.68 -0.661
N -18.83 -11.19 -6.76 0.118
C -17.63 -11.75 -7.00 -0.001
O -16.62 -11.16 -7.41 -0.712
H -16.18 -13.44 -8.38 0.314
H -16.67 -14.92 -7.58 0.383
H -15.52 -13.81 -6.79 0.290
H -18.17 -14.89 -5.81 0.381
H -20.32 -13.77 -5.00 0.339
F -20.01 -10.00 -12.06 -0.232
C -19.48 -9.15 -11.18 0.483
F -18.35 -9.68 -10.70 -0.194
F -19.20 -8.03 -11.85 -0.228
S -20.71 -8.79 -9.79 1.370
O -20.01 -7.80 -8.94 -0.806
O -21.87 -8.31 -10.47 -0.608
O -20.83 -10.04 -9.06 -0.703
```

LUMO level ... 1.96 eV
Total charge ... -1
HOMO level ... -4.7 eV
HOMO-LUMO gap ... 6.6 eV
Energy ... -3293.39412 Ha

Entry 7:
# CHCl2FS2

A 2-piece molecular cluster, CHCl2FS2 overall (ωB97M-V with the def2-TZVPD basis set, the OMol25 dataset).

```
7
Properties=species:S:1:pos:R:3:mulliken_charge:R:1
C -0.84 1.21 -0.50 0.291
F -1.71 0.32 0.02 -0.117
S 1.33 -0.74 0.98 -0.019
S 2.12 -2.34 1.92 -0.177
Cl -1.59 2.69 -0.95 -0.086
Cl 0.18 0.48 -1.86 -0.105
H 0.51 -1.62 0.39 0.214
```

LUMO level (alpha / beta) ... -1.58 / -1.79 eV
HOMO level (alpha / beta) ... -9.0 / -9.1 eV
HOMO-LUMO gap (alpha / beta) ... 7.4 / 7.3 eV
Energy ... -1855.21806 Ha
ΔE to the lowest compared entry with this formula, charge and spin ... 224.3 kJ/mol